No. 1
134
Properties=species:S:1:pos:R:3:mulliken_charge:R:1 method="wB97M-V/def2-TZVPD" homo_ev=-7.9 relative_energy_kj_mol=0.0 fmax_ev_per_a=2.7 multiplicity=1 orbital_gap_ev=8.304 total_energy_ha=-4458.625139 total_charge=0
C -11.430 -19.400 9.785 -0.71
C -10.977 -20.645 10.440 0.09
N -10.839 -21.737 9.445 0.05
C -10.600 -23.024 10.047 -0.52
C -11.681 -23.479 11.092 -1.26
C -9.780 -21.576 8.455 -0.82
C -8.486 -20.981 9.061 -0.71
H -12.342 -19.648 9.242 0.37
H -10.730 -19.081 9.013 -0.09
H -11.669 -18.619 10.507 0.09
H -10.060 -20.458 10.999 0.31
H -11.746 -20.968 11.143 -0.11
H -10.600 -23.770 9.253 0.46
H -9.568 -23.066 10.395 0.33
H -11.589 -23.050 12.091 0.26
H -12.694 -23.218 10.784 0.31
H -11.701 -24.552 11.281 0.43
H -10.096 -20.766 7.798 0.34
H -9.660 -22.480 7.858 0.50
H -8.664 -19.965 9.411 -0.05
H -7.687 -21.028 8.321 0.42
H -7.972 -21.544 9.840 0.31
C -14.677 -15.189 14.960 -1.12
C -13.588 -15.129 16.117 -0.76
N -12.297 -14.649 15.699 0.77
C -12.281 -13.428 14.809 0.08
C -12.760 -12.152 15.397 -1.62
C -11.346 -14.441 16.810 -0.46
C -11.153 -15.601 17.793 -1.35
H -15.629 -15.467 15.411 0.41
H -14.355 -15.867 14.170 0.08
H -14.899 -14.188 14.589 0.40
H -13.985 -14.528 16.935 0.40
H -13.429 -16.140 16.491 0.39
H -11.279 -13.287 14.405 -0.19
H -12.888 -13.657 13.933 0.27
H -12.760 -11.393 14.614 0.47
H -13.769 -12.302 15.780 0.26
H -12.014 -11.745 16.080 0.40
H -11.696 -13.510 17.256 0.41
H -10.359 -14.275 16.378 0.28
H -10.292 -15.477 18.450 0.40
H -10.981 -16.528 17.247 0.26
H -11.957 -15.810 18.499 0.32
C -12.490 -11.783 7.674 -1.46
C -11.943 -13.276 7.747 -0.12
N -12.865 -14.396 7.634 0.01
C -12.190 -15.614 8.037 0.62
C -11.065 -15.971 7.033 -1.29
C -14.077 -14.131 8.417 -0.17
C -15.168 -15.136 8.120 -0.94
H -13.225 -11.622 8.463 0.36
H -12.804 -11.653 6.639 0.34
H -11.728 -11.038 7.904 0.40
H -11.045 -13.420 7.147 0.51
H -11.407 -13.459 8.678 -0.03
H -11.793 -15.403 9.030 -0.78
H -12.833 -16.478 8.203 0.55
H -10.772 -16.935 7.448 0.23
H -11.404 -15.991 5.997 0.34
H -10.216 -15.327 7.266 0.28
H -14.534 -13.240 7.986 0.38
H -13.867 -13.936 9.469 0.22
H -15.193 -15.446 7.076 0.36
H -16.135 -14.651 8.259 0.54
H -15.173 -15.999 8.786 -0.32
C -17.256 -19.444 8.698 -1.30
C -18.056 -18.595 9.628 -0.35
N -17.945 -18.915 11.056 0.20
C -16.569 -19.031 11.437 -1.62
C -15.725 -17.771 11.445 1.33
C -18.736 -18.062 11.921 -0.40
C -18.895 -18.629 13.370 -1.23
H -17.559 -19.255 7.668 0.41
H -17.370 -20.480 9.016 0.38
H -16.187 -19.261 8.799 0.16
H -17.746 -17.559 9.495 0.34
H -19.112 -18.696 9.378 0.46
H -16.525 -19.514 12.413 0.37
H -16.041 -19.741 10.800 0.40
H -14.693 -17.886 11.777 -0.55
H -15.512 -17.469 10.419 -0.64
H -16.184 -16.923 11.953 0.23
H -19.738 -18.018 11.494 0.46
H -18.325 -17.053 11.934 0.31
H -19.671 -18.022 13.837 0.45
H -18.028 -18.443 14.004 0.17
H -19.191 -19.676 13.440 0.31
C -6.214 -16.276 13.324 -1.38
C -6.115 -16.939 11.956 -0.45
N -5.169 -16.320 10.975 0.83
C -5.342 -16.947 9.700 -0.76
C -6.683 -16.776 8.967 -0.87
C -3.807 -16.077 11.524 -0.65
C -2.886 -15.402 10.536 -1.27
H -6.393 -15.201 13.318 0.14
H -5.292 -16.480 13.868 0.48
H -7.045 -16.691 13.896 0.38
H -5.933 -18.009 12.053 0.42
H -7.144 -16.998 11.602 0.08
H -4.657 -16.534 8.960 0.36
H -4.996 -17.979 9.749 0.39
H -6.596 -17.137 7.942 0.47
H -7.399 -17.488 9.377 -0.04
H -7.135 -15.787 8.901 0.16
H -3.405 -17.042 11.830 0.43
H -3.881 -15.497 12.444 0.37
H -2.653 -16.104 9.735 0.28
H -2.000 -15.242 11.151 0.42
H -3.424 -14.539 10.145 0.27
Cl -12.758 -15.768 11.544 0.04
C -11.023 -15.398 11.722 -1.07
C -10.456 -16.091 12.898 0.79
Cl -10.444 -17.903 12.749 -0.17
H -11.019 -14.335 11.962 0.25
H -10.556 -15.474 10.739 0.53
H -11.069 -15.944 13.787 -0.67
H -9.412 -15.802 13.017 0.16
Cl -13.642 -20.855 13.139 -0.19
C -12.721 -19.965 14.424 -0.39
C -13.403 -18.585 14.658 1.22
Cl -15.028 -18.711 15.409 -0.17
H -11.715 -20.001 14.007 0.07
H -12.679 -20.597 15.311 0.50
H -13.585 -18.121 13.688 -0.91
H -12.806 -17.870 15.225 -0.06
Cl -8.906 -12.416 13.088 -0.18
C -7.443 -12.584 12.051 -0.70
C -7.599 -13.517 10.899 0.27
Cl -8.719 -12.983 9.674 -0.14
H -6.534 -12.681 12.643 0.40
H -7.250 -11.599 11.626 0.44
H -7.926 -14.523 11.162 -0.46
H -6.674 -13.466 10.324 0.35


No. 2
11
Properties=species:S:1:pos:R:3:mulliken_charge:R:1 method="wB97M-V/def2-TZVPD" homo_ev="-8.6 / -8.6" relative_energy_kj_mol=301.5 fmax_ev_per_a=5.3 multiplicity=1 orbital_gap_ev="8.223 / 8.221" total_energy_ha=-1382.557255 total_charge=0
S -3.418 0.718 0.584 -0.15
C -2.127 -0.189 -0.090 0.31
C -0.866 0.472 -1.072 -0.17
N 0.016 -0.438 -1.319 -0.10
N -0.057 -1.586 -0.818 -0.40
S -1.641 -1.778 0.244 0.03
H -3.308 1.884 -0.008 0.14
H -0.888 1.542 -1.424 0.34
S 2.036 -0.739 1.526 -0.27
H 2.091 -2.021 1.061 0.14
H 2.647 -1.385 2.463 0.12


No. 3
16
Properties=species:S:1:pos:R:3:mulliken_charge:R:1 method="wB97M-V/def2-TZVPD" homo_ev="-15.0 / -14.9" relative_energy_kj_mol=380.1 fmax_ev_per_a=4.6 multiplicity=2 orbital_gap_ev="11.443 / 4.804" total_energy_ha=-308.436060 total_charge=+1
C -1.081 -0.757 -1.251 -0.34
O -0.455 0.372 -1.942 -0.11
C -0.227 -1.105 0.007 -0.54
C -0.335 0.017 0.937 -0.62
C 1.095 0.652 1.142 -0.56
O 1.443 1.614 0.235 -0.56
H -2.134 -0.421 -1.044 0.37
H -1.046 -1.629 -2.001 0.33
H 0.504 0.594 -1.483 0.46
H 0.871 -1.208 -0.428 0.33
H -0.686 -2.116 0.365 0.35
H -0.818 -0.166 1.973 0.37
H -0.815 0.828 0.534 0.43
H 1.894 -0.043 1.056 0.38
H 1.062 1.208 2.019 0.38
H 0.726 2.161 -0.120 0.31


No. 4
105
Properties=species:S:1:pos:R:3:mulliken_charge:R:1 method="wB97M-V/def2-TZVPD" homo_ev=-8.2 fmax_ev_per_a=7.2 multiplicity=1 orbital_gap_ev=7.190 total_energy_ha=-3918.587390 total_charge=0
C 2.430 -1.969 2.593 -0.45
C 3.341 -0.860 3.370 -0.45
O 4.490 -0.441 2.592 -0.54
B 4.085 0.094 1.299 0.37
O 3.171 1.209 1.316 -0.37
O 4.673 -0.510 0.125 -0.19
P 3.517 -0.919 -1.051 1.22
O 3.693 -2.433 -1.328 -0.78
O 3.923 -0.081 -2.477 -0.40
C 3.400 1.292 -2.446 -0.11
O 4.307 2.046 -1.617 0.15
C 4.106 3.455 -1.748 0.40
C 2.701 4.048 -1.348 -0.19
C 2.381 5.585 -1.448 0.31
C 0.962 6.225 -1.087 -0.79
C 3.567 6.498 -1.935 -0.78
C 4.944 5.917 -2.335 -0.81
C 5.239 4.368 -2.267 0.20
C 6.689 3.905 -2.747 0.22
C 7.305 2.658 -1.946 -1.12
C 6.648 3.729 -4.342 -1.05
O 1.904 -0.696 -0.542 -0.04
P 0.747 -1.232 -1.705 0.31
O 1.461 -1.658 -3.190 -0.44
Cl -0.091 -3.081 -1.005 -0.28
H 1.611 -1.411 2.022 -0.03
H 3.106 -2.615 1.937 0.24
H 2.003 -2.645 3.418 0.34
H 3.745 -1.412 4.303 0.33
H 2.707 0.006 3.782 0.26
H 2.276 0.852 1.508 0.28
H 2.306 1.304 -2.064 -0.04
H 3.345 1.720 -3.520 0.34
H 1.864 3.360 -0.994 0.22
H 0.457 5.707 -0.207 0.15
H 0.276 6.041 -2.002 0.23
H 1.016 7.365 -0.974 0.33
H 3.382 7.635 -1.989 0.23
H 5.794 6.608 -2.687 0.25
H 7.395 4.801 -2.542 0.40
H 6.938 2.565 -0.865 0.23
H 7.012 1.666 -2.468 0.18
H 8.445 2.725 -2.027 0.41
H 6.232 4.725 -4.766 0.31
H 5.871 2.932 -4.659 0.20
H 7.666 3.582 -4.837 0.35
H 1.678 -2.618 -3.244 0.36
O -1.210 -5.504 5.014 -0.88
P -2.369 -5.857 4.063 0.76
N -1.571 -7.220 3.392 0.21
C -0.339 -7.119 2.631 -1.07
C -1.478 -8.342 4.327 -1.18
N -2.252 -4.434 3.125 0.26
C -1.864 -4.340 1.733 -1.01
C -1.802 -3.226 3.820 -0.95
N -3.766 -6.256 3.018 0.05
C -4.993 -6.312 3.825 -1.03
C -3.821 -7.301 2.003 -1.00
H -0.070 -8.092 2.207 0.39
H 0.501 -6.758 3.237 0.30
H -0.452 -6.472 1.765 0.31
H -2.476 -8.600 4.701 0.31
H -0.844 -8.103 5.187 0.32
H -1.085 -9.240 3.844 0.35
H -0.776 -4.347 1.613 0.30
H -2.235 -3.406 1.294 0.36
H -2.292 -5.130 1.116 0.31
H -0.710 -3.211 3.922 0.24
H -2.243 -3.163 4.817 0.31
H -2.108 -2.320 3.287 0.34
H -5.014 -7.216 4.444 0.34
H -5.889 -6.293 3.196 0.36
H -5.054 -5.443 4.489 0.33
H -3.825 -8.306 2.438 0.31
H -3.000 -7.231 1.289 0.29
H -4.736 -7.194 1.407 0.39
O -2.810 5.015 -1.916 -0.90
P -2.915 3.508 -1.610 0.78
N -4.139 3.227 -2.779 0.24
C -5.460 3.825 -2.700 -1.07
C -3.645 3.313 -4.153 -1.15
N -3.488 3.704 -0.013 0.28
C -4.795 3.337 0.492 -1.09
C -3.020 4.886 0.712 -0.52
N -2.955 1.755 -1.255 0.17
C -1.595 1.204 -1.313 -1.36
C -3.884 0.776 -1.809 -1.02
H -6.110 3.423 -3.482 0.39
H -5.433 4.918 -2.796 0.28
H -5.964 3.566 -1.772 0.29
H -2.793 2.635 -4.287 0.29
H -3.315 4.326 -4.404 0.31
H -4.404 3.006 -4.877 0.35
H -5.545 4.104 0.273 0.38
H -4.764 3.212 1.581 0.39
H -5.148 2.380 0.108 0.24
H -3.594 5.777 0.431 0.28
H -1.965 5.077 0.506 -0.09
H -3.105 4.752 1.794 0.35
H -1.245 1.134 -2.349 0.42
H -1.542 0.213 -0.854 0.41
H -0.899 1.846 -0.760 0.37
H -3.704 0.584 -2.872 0.32
H -4.926 1.071 -1.677 0.34
H -3.782 -0.177 -1.277 0.31


No. 5
10
Properties=species:S:1:pos:R:3:mulliken_charge:R:1 method="wB97M-V/def2-TZVPD" homo_ev=-8.9 relative_energy_kj_mol=0.0 fmax_ev_per_a=0.9 multiplicity=1 orbital_gap_ev=9.858 total_energy_ha=-615.337023 total_charge=0
C -0.652 -0.058 -0.269 0.10
C 0.748 -0.152 -0.917 -0.54
C -0.161 0.130 1.179 -0.55
H -1.205 -1.004 -0.360 0.25
H 0.897 -0.893 -1.708 0.32
H 1.114 0.822 -1.268 0.28
H -0.706 -0.401 1.950 0.33
H -0.068 1.187 1.438 0.28
F -1.432 0.963 -0.751 -0.32
S 1.465 -0.595 0.708 -0.15


No. 6
34
Properties=species:S:1:pos:R:3:mulliken_charge:R:1 method="wB97M-V/def2-TZVPD" homo_ev="-2.6 / -3.2" fmax_ev_per_a=7.2 multiplicity=2 orbital_gap_ev="5.738 / 6.295" total_energy_ha=-1662.251709 total_charge=-1
C 0.975 -3.538 1.583 -0.45
C 0.652 -3.778 0.205 -0.68
C -0.648 -3.143 -0.066 -0.42
C -1.117 -2.519 1.127 -0.56
C -0.119 -2.747 2.174 -0.53
Ti 1.143 -1.392 0.806 0.02
N 1.768 -0.846 2.481 -0.51
C 2.972 -1.327 0.203 -0.64
C 2.609 -2.041 -1.039 -0.55
H -1.184 -3.216 -1.004 0.40
H 1.194 -4.376 -0.487 0.66
H -2.015 -1.972 1.250 0.48
H -0.172 -2.396 3.187 0.45
H 1.800 -3.939 2.129 0.40
H 2.858 -3.106 -1.122 0.33
H 3.072 -0.198 0.085 0.26
H 2.562 -0.291 2.945 0.05
H 2.392 -1.434 -1.955 0.23
H 3.609 -1.945 0.826 0.32
C -2.333 3.405 0.707 -1.00
Si -1.428 2.721 -0.844 0.11
C -2.659 2.498 -2.300 -1.00
C -0.028 3.942 -1.327 -1.02
C -0.574 1.099 -0.451 0.13
C 0.071 0.160 -0.173 -0.20
H -2.786 4.331 0.448 0.30
H -1.606 3.545 1.476 0.30
H -3.062 2.699 1.025 0.31
H -3.084 3.449 -2.523 0.30
H -2.117 2.123 -3.133 0.30
H -3.411 1.806 -2.013 0.30
H 0.619 4.038 -0.483 0.29
H 0.508 3.514 -2.143 0.30
H -0.459 4.876 -1.591 0.32